--- 1 ---
DFT (ωB97M-V/def2-TZVPD) results for a structure of composition ArH20O10.

## Properties
Gap between HOMO and LUMO: 0.376 hartree
E_HOMO: -0.38874 hartree
Net charge: 0

Cartesian coordinates (Å):
Ar1 -16.3998 -12.9762 -8.6552
O1 -16.8448 -16.7315 -8.9764
H1 -16.5665 -16.2096 -9.7290
H2 -16.2213 -17.4570 -8.9438
O2 -18.6433 -13.6721 -12.3339
H3 -19.0633 -13.1393 -11.6587
H4 -17.7147 -13.6657 -12.1016
O3 -15.9231 -14.0501 -11.9477
H5 -16.0559 -14.9941 -11.8608
H6 -15.2242 -13.9647 -12.5961
O4 -16.5329 -9.2044 -10.3534
H7 -17.2536 -9.6539 -9.9121
H8 -16.2930 -8.4940 -9.7585
O5 -12.3582 -12.0699 -7.9067
H9 -12.6033 -11.2302 -7.5180
H10 -12.7488 -12.0531 -8.7804
O6 -18.8741 -10.4389 -9.6335
H11 -19.3162 -10.0795 -10.4026
H12 -19.3333 -11.2595 -9.4543
O7 -13.8753 -12.4457 -10.3068
H13 -13.9187 -11.9810 -11.1425
H14 -14.6852 -12.9548 -10.2730
O8 -17.4844 -10.7206 -4.9938
H15 -17.9926 -10.1646 -5.5845
H16 -17.7921 -11.6085 -5.1760
O9 -12.8381 -13.9402 -5.8538
H17 -13.0323 -13.3653 -6.5941
H18 -11.9629 -14.2812 -6.0379
O10 -16.9207 -15.9466 -6.0477
H19 -17.2374 -16.2075 -6.9125
H20 -16.0109 -16.2433 -6.0258

--- 2 ---
DFT (ωB97M-V/def2-TZVPD) results for a structure of composition ArH20O10.

## Properties
Gap between HOMO and LUMO: 0.389 hartree
E_HOMO: -0.38717 hartree
Net charge: 0

Cartesian coordinates (Å):
Ar1 -0.5556 -0.8189 0.3094
O1 -1.8620 -3.1131 3.7963
H1 -1.0061 -2.7614 3.5513
H2 -1.6657 -3.9486 4.2202
O2 2.9253 -1.0628 -0.3764
H3 3.1388 -0.1580 -0.1483
H4 3.5201 -1.5912 0.1558
O3 -3.2254 1.6752 -0.5514
H5 -3.3260 0.9534 -1.1720
H6 -3.2923 2.4646 -1.0886
O4 1.3277 -3.6349 -0.7929
H7 1.5625 -2.7379 -0.5552
H8 1.3819 -4.1229 0.0288
O5 3.2089 1.6830 0.5629
H9 2.3780 1.8828 0.1319
H10 3.7679 2.4349 0.3667
O6 -3.2871 -0.2709 -2.6241
H11 -2.5835 -0.7873 -3.0173
H12 -3.6614 0.2207 -3.3552
O7 -0.1565 1.2999 -2.9389
H13 -0.2838 2.0903 -3.4636
H14 0.7246 1.0014 -3.1644
O8 0.9244 2.6010 -0.7467
H15 0.4894 2.3679 -1.5669
H16 0.2411 2.5201 -0.0813
O9 0.7051 -2.6003 3.0794
H17 1.2716 -1.8294 3.1120
H18 1.2317 -3.3014 3.4633
O10 -0.9753 3.0448 1.1277
H19 -1.1059 3.9035 0.7253
H20 -1.8126 2.5957 1.0119

Which structure wins on stability? 2 wins.

--- 1 ---
DFT (ωB97M-V/def2-TZVPD) results for the ion C3H6N3O with charge +1.

## Properties
Gap between HOMO and LUMO: 0.303 hartree
SMILES string: C=C/N=[NH+]\C=N\O
E_HOMO: -0.54112 hartree
Net charge: +1

Cartesian coordinates (Å):
C1 -0.4636 1.7839 -0.0922
C2 0.6018 1.3672 -0.8083
N1 1.5469 0.4839 -0.4966
N2 1.4237 -0.6660 0.0045
C3 0.3011 -1.4239 0.2537
N3 -0.8309 -0.8906 0.5283
O1 -1.8741 -1.7227 0.6136
H1 -0.6219 1.4799 0.9292
H2 -1.0931 2.5687 -0.4765
H3 0.8810 1.9024 -1.7149
H4 2.3173 -1.1613 0.1058
H5 0.4473 -2.5021 0.1970
H6 -2.6357 -1.2194 0.9565

--- 2 ---
DFT (ωB97M-V/def2-TZVPD) results for the ion C3H6N3O with charge +1.

## Properties
Gap between HOMO and LUMO: 0.346 hartree
SMILES string: O=CN1CNC=[NH+]1
E_HOMO: -0.48595 hartree
Net charge: +1

Cartesian coordinates (Å):
O1 -2.3717 0.5522 1.5176
C1 -1.4224 -0.1182 1.7484
N1 0.0507 0.1036 0.7845
C2 -0.0701 1.0483 -0.3612
N2 0.7045 0.4308 -1.4505
C3 1.0306 -0.8116 -0.9975
N3 0.5921 -1.0319 0.2147
H1 -0.9688 -0.8181 2.4466
H2 0.4387 2.1055 0.0038
H3 -1.1221 1.2555 -0.7841
H4 0.6754 0.7737 -2.3487
H5 1.6358 -1.6253 -1.5435
H6 0.8274 -1.8645 0.7699

Which structure wins on stability? 2 wins.

--- 1 ---
DFT (ωB97M-V/def2-TZVPD) results for the molecule CH3N5O.

## Properties
Gap between HOMO and LUMO: 0.359 hartree
SMILES string: Nn1[nH]nnc1=O
E_HOMO: -0.35061 hartree
Net charge: 0

Cartesian coordinates (Å):
N1 -1.2971 -1.3019 0.2328
N2 -0.2527 -0.6075 -0.2012
N3 1.0149 -0.9898 -0.0703
N4 1.7756 0.1051 0.0773
N5 1.0067 1.1512 0.1871
C1 -0.3558 0.8064 -0.1041
O1 -1.4183 1.3876 -0.1045
H1 -1.8875 -0.9737 0.8886
H2 -1.9106 -1.6505 -0.5229
H3 1.5475 -1.8142 -0.4852

--- 2 ---
DFT (ωB97M-V/def2-TZVPD) results for the molecule CH3N5O.

## Properties
Gap between HOMO and LUMO: 0.345 hartree
SMILES string: ON=c1[nH]nn[nH]1
E_HOMO: -0.31684 hartree
Net charge: 0

Cartesian coordinates (Å):
O1 -2.3563 -0.4224 -0.0709
N1 -1.5183 0.7317 -0.1532
C1 -0.2997 0.3076 0.1408
N2 0.2980 -0.9299 0.2357
N3 1.6447 -0.8867 -0.1578
N4 2.0347 0.2697 -0.1026
N5 0.8958 1.0320 0.1290
H1 -3.3518 -0.1527 0.2165
H2 -0.1688 -1.8457 -0.1142
H3 0.6845 2.0148 -0.0378

Which structure wins on stability? 1 wins.

--- 1 ---
DFT (ωB97M-V/def2-TZVPD) results for a cluster of 4 separate species, C3H15NO3 in total.

## Properties
Gap between HOMO and LUMO: 0.360 hartree
SMILES string: CCCN.O.O.O
E_HOMO: -0.34294 hartree
Net charge: 0

Cartesian coordinates (Å):
C1 1.0849 0.0922 0.3325
C2 1.8648 0.9507 -0.7358
C3 1.2573 0.8405 -2.1315
N1 0.9839 2.2037 -2.6707
H1 0.1570 0.5234 0.6900
H2 1.8605 -0.0070 1.1010
H3 0.9583 -0.9423 0.0097
H4 1.7938 1.9559 -0.3280
H5 2.8949 0.6086 -0.6629
H6 0.4056 0.1547 -2.0748
H7 1.9453 0.4477 -2.8817
H8 0.1242 2.5721 -2.2779
H9 0.8805 2.1411 -3.6778
O1 -0.9653 -2.9467 -1.3664
H10 -0.3712 -3.5867 -0.9120
H11 -1.4208 -3.5242 -1.9958
O2 -1.5753 1.6490 6.4532
H12 -1.7396 1.0782 5.7110
H13 -0.6324 1.6116 6.5092
O3 -3.3826 -2.2632 0.4134
H14 -3.6241 -1.5503 -0.1671
H15 -2.4999 -2.0090 0.6623

--- 2 ---
DFT (ωB97M-V/def2-TZVPD) results for a cluster of 4 separate species, C3H15NO3 in total.

## Properties
Gap between HOMO and LUMO: 0.361 hartree
SMILES string: CCCN.O.O.O
E_HOMO: -0.34545 hartree
Net charge: 0

Cartesian coordinates (Å):
C1 -2.9026 0.4871 -0.6523
C2 -1.8098 -0.6084 -0.4885
C3 -1.0351 -0.4632 0.8520
N1 0.3913 -0.7790 0.7999
H1 -3.6011 0.5537 0.1756
H2 -3.5381 0.3771 -1.5390
H3 -2.3357 1.3840 -0.8736
H4 -2.2775 -1.5783 -0.6465
H5 -1.0473 -0.3366 -1.2053
H6 -1.4359 -0.9366 1.7553
H7 -1.0488 0.6036 1.0951
H8 1.0200 -0.0942 0.4040
H9 0.5670 -1.6603 0.3327
O1 1.9451 -0.2191 -2.2864
H10 1.3678 -0.6343 -2.9243
H11 2.2896 0.4441 -2.9001
O2 3.0205 -1.3712 2.4457
H12 2.5222 -1.9994 2.9785
H13 2.3894 -0.7314 2.1139
O3 -0.3788 2.7812 -0.4222
H14 0.2550 2.2997 0.1335
H15 -0.6882 2.1216 -1.0218

--- 3 ---
DFT (ωB97M-V/def2-TZVPD) results for a cluster of 4 separate species, C3H15NO3 in total.

## Properties
Gap between HOMO and LUMO: 0.352 hartree
SMILES string: CCNC.O.O.O
E_HOMO: -0.32827 hartree
Net charge: 0

Cartesian coordinates (Å):
C1 -1.2851 2.3724 -0.3344
C2 -0.3133 1.8987 0.7596
N1 0.0653 0.5092 0.5954
C3 1.2704 0.1472 1.3561
H1 -2.3302 2.2012 -0.0775
H2 -1.1506 1.8847 -1.3066
H3 -1.1279 3.4320 -0.5348
H4 -0.8551 2.0095 1.7038
H5 0.5055 2.6309 0.7543
H6 0.1580 0.2300 -0.3712
H7 1.0078 -0.6005 2.1195
H8 2.0786 -0.2252 0.7326
H9 1.6159 0.9674 1.9865
O1 -0.4616 -1.8801 -2.0021
H10 -0.2245 -2.7535 -2.3335
H11 -0.7668 -2.0499 -1.0904
O2 2.1781 -1.7327 -1.4645
H12 1.3075 -1.6713 -1.0612
H13 2.1507 -1.6723 -2.4210
O3 -1.3673 -1.9240 0.6098
H14 -1.1473 -2.6436 1.2122
H15 -1.3080 -1.1300 1.1676

Which structure wins on stability? 3 wins.

--- 1 ---
DFT (ωB97M-V/def2-TZVPD) results for the molecule C6H7N.

## Properties
Gap between HOMO and LUMO: 0.362 hartree
SMILES string: C=C=C(C)CC#N
E_HOMO: -0.33841 hartree
Net charge: 0

Cartesian coordinates (Å):
C1 -0.6426 -0.0061 2.4355
C2 -0.7072 -0.1260 1.1467
C3 -0.2289 -0.1819 -0.0602
C4 0.2223 -1.4200 -0.7662
C5 -0.2295 1.1534 -0.7488
C6 1.0641 1.4731 -1.3385
N1 2.1004 1.6897 -1.8067
H1 0.3706 -0.4577 2.4286
H2 -1.4698 0.0129 3.1363
H3 -0.4292 -1.6016 -1.6208
H4 1.2489 -1.2886 -1.1367
H5 0.2084 -2.2976 -0.1115
H6 -0.9953 1.1212 -1.5294
H7 -0.5120 1.9293 -0.0282

--- 2 ---
DFT (ωB97M-V/def2-TZVPD) results for the molecule C6H7N.

## Properties
Gap between HOMO and LUMO: 0.342 hartree
SMILES string: c1[nH]cc2c1CC2
E_HOMO: -0.30016 hartree
Net charge: 0

Cartesian coordinates (Å):
C1 -1.4119 -0.6058 0.7103
N1 -1.5991 -1.1235 -0.5533
C2 -0.5446 -0.8057 -1.4207
C3 0.2622 -0.0183 -0.6738
C4 -0.2544 0.1053 0.6305
C5 0.8699 0.9540 1.1558
C6 1.5081 0.8094 -0.3049
H1 -2.0989 -0.7897 1.4965
H2 -2.3760 -1.7567 -0.7816
H3 -0.5088 -1.2140 -2.4222
H4 1.5000 0.5605 1.9555
H5 0.5836 1.9640 1.4065
H6 1.6474 1.7307 -0.8815
H7 2.4226 0.1900 -0.3173

Which structure wins on stability? 2 wins.

--- 1 ---
DFT (ωB97M-V/def2-TZVPD) results for a structure of composition C6H7N.

## Properties
Gap between HOMO and LUMO: 0.364 hartree
E_HOMO: -0.32088 hartree
Net charge: 0

Cartesian coordinates (Å):
C1 1.1869 -0.2549 -0.7405
C2 -0.0526 -1.0833 -0.5221
C3 -1.2390 -0.1839 -0.3570
C4 -0.6571 -0.6554 0.8997
N1 -0.0124 0.5883 1.3130
C5 0.8497 0.9232 0.1556
C6 -0.5984 1.1731 0.0840
H1 1.2966 0.1046 -1.7773
H2 2.0987 -0.7897 -0.4730
H3 0.0425 -1.9875 0.0700
H4 -2.2345 -0.3173 -0.7556
H5 -1.1182 -1.3568 1.5941
H6 1.5528 1.7191 0.3655
H7 -1.1152 2.1206 0.1435

--- 2 ---
DFT (ωB97M-V/def2-TZVPD) results for the molecule C6H7N.

## Properties
Gap between HOMO and LUMO: 0.337 hartree
SMILES string: CC1(C)C=C1C#N
E_HOMO: -0.32593 hartree
Net charge: 0

Cartesian coordinates (Å):
C1 0.1479 1.2344 0.1583
C2 -0.4044 0.0041 -0.4380
C3 0.2524 -1.1924 0.1771
C4 -1.3115 0.1074 -1.5322
C5 -2.2136 -0.0041 -0.6089
C6 -3.2840 -0.0176 0.2477
N1 -4.1922 -0.1663 0.9760
H1 0.4456 0.9890 1.2276
H2 -0.7869 1.8702 0.1349
H3 0.8270 1.7034 -0.4738
H4 -0.1133 -1.2221 1.1496
H5 1.3385 -1.0780 0.3482
H6 0.1132 -2.0633 -0.4609
H7 -1.4946 0.2484 -2.6144

Which structure wins on stability? 2 wins.